## a
# C8H12N2

An isolated molecule of C8H12N2 (ωB97M-V with the def2-TZVPD basis set, OMol25).

Geometry (Å):
H1 0.465 -3.028 -0.289
N1 1.281 -2.543 -0.050
C1 1.171 -1.297 0.287
C2 2.438 -0.584 0.745
C3 -0.027 -0.447 0.430
C4 -1.359 -1.003 0.372
C5 -2.441 -1.512 0.358
C6 -0.238 0.954 -0.700
C7 0.352 0.568 -2.038
N2 -1.031 1.899 -0.473
C8 -1.714 2.086 0.784
H2 2.294 -0.216 1.723
H3 2.788 0.305 0.175
H4 3.238 -1.455 0.806
H5 0.143 0.031 1.366
H6 -3.301 -2.039 0.221
H7 1.356 0.969 -1.869
H8 -0.263 1.173 -2.795
H9 0.552 -0.480 -2.263
H10 -2.682 2.636 0.565
H11 -1.093 2.805 1.316
H12 -1.931 1.179 1.328

Computed properties:
total charge: 0
multiplicity: 1
highest occupied orbital energy: -8.9 eV
E_LUMO: 0.0307 Ha
HOMO-LUMO gap: 9.71 eV
SMILES: [H]/N=C(/C)[C@H](C#C)/C(C)=N\C


## b
# C8H12N2

An isolated molecule of C8H12N2 (ωB97M-V with the def2-TZVPD basis set, OMol25).

Geometry (Å):
C1 -1.610 0.266 -0.586
C2 -0.393 0.216 0.372
C3 -0.332 1.711 0.955
C4 -0.447 -0.987 1.215
C5 0.290 -2.015 0.430
C6 0.877 -1.541 -0.602
C7 0.871 0.011 -0.524
N1 0.929 0.617 -1.796
C8 2.025 0.303 0.289
N2 2.924 0.474 0.998
H1 -1.493 0.963 -1.384
H2 -2.616 0.528 -0.182
H3 -1.767 -0.829 -0.742
H4 -0.414 2.433 0.146
H5 0.640 1.762 1.430
H6 -1.200 1.715 1.688
H7 -1.545 -1.266 1.179
H8 -0.026 -0.852 2.287
H9 0.164 -3.087 0.540
H10 1.698 -1.967 -1.180
H11 0.891 -0.003 -2.639
H12 0.533 1.549 -1.893

Computed properties:
total charge: 0
multiplicity: 1
highest occupied orbital energy: -9.5 eV
E_LUMO: 0.0270 Ha
HOMO-LUMO gap: 10.27 eV
SMILES: CC1(C)CC=C[C@]1(N)C#N


Sorted by energy, starting with the most stable: b, a.


## a
# C7H8N2O2

An isolated molecule of C7H8N2O2 (ωB97M-V with the def2-TZVPD basis set, OMol25).

Geometry (Å):
N1 1.630 2.181 0.104
C1 1.263 0.836 -0.232
C2 2.213 -0.120 -0.645
C3 1.782 -1.404 -0.324
C4 0.443 -1.829 0.036
C5 -0.272 -0.689 0.150
C6 -1.804 -0.757 0.648
C7 -2.800 0.095 -0.230
O1 -3.871 -0.125 -0.861
O2 -2.458 1.437 -0.051
N2 0.152 0.588 0.146
H1 0.686 2.751 0.279
H2 2.412 2.668 -0.361
H3 3.338 -0.037 -0.647
H4 2.498 -2.245 -0.549
H5 0.216 -2.934 0.129
H6 -1.932 -0.059 1.545
H7 -2.117 -1.792 0.887
H8 -1.379 1.438 -0.025

Computed properties:
total charge: 0
multiplicity: 1
highest occupied orbital energy: -9.4 eV
E_LUMO: 0.0108 Ha
HOMO-LUMO gap: 9.65 eV
SMILES: Nc1cccc(CC(=O)O)n1


## b
# C7H8N2O2

An isolated molecule of C7H8N2O2 (ωB97M-V with the def2-TZVPD basis set, OMol25).

Geometry (Å):
C1 3.155 -0.865 -1.890
O1 1.819 -0.190 -1.453
C2 1.092 -1.121 -0.716
O2 1.285 -2.307 -1.060
C3 -0.099 -0.505 -0.022
C4 -1.143 -1.157 0.607
C5 -1.893 -0.041 1.384
C6 -1.704 1.256 1.258
N1 -2.411 2.312 2.079
N2 -0.788 1.826 0.303
C7 -0.060 0.920 -0.259
H1 3.168 -2.061 -2.376
H2 3.203 0.045 -2.713
H3 3.796 -1.042 -0.901
H4 -1.268 -2.294 0.881
H5 -2.908 -0.322 1.981
H6 -2.063 2.253 3.101
H7 -3.368 2.181 2.076
H8 0.918 1.323 -0.799

Computed properties:
total charge: 0
multiplicity: 1
highest occupied orbital energy: -9.9 eV
E_LUMO: -0.0126 Ha
HOMO-LUMO gap: 9.53 eV
SMILES: COC(=O)c1ccc(N)nc1


Sorted by energy, starting with the most stable: a, b.


## a
# C10H17N3O6

An isolated molecule of C10H17N3O6 (ωB97M-V with the def2-TZVPD basis set, OMol25).

Geometry (Å):
N1 2.907 0.046 -1.416
C1 1.648 0.293 -1.819
O1 1.092 -0.499 -2.573
C2 0.957 1.609 -1.351
C3 1.346 1.938 0.125
C4 1.165 0.846 1.165
N2 -0.282 0.579 1.459
C5 -1.034 -0.405 1.002
O2 -2.260 -0.486 1.274
C6 -0.427 -1.487 0.083
N3 0.422 -2.381 0.767
C7 -1.314 -2.302 -0.870
C8 -1.827 -1.580 -2.040
C9 -2.757 -0.278 -1.585
O3 -2.592 0.843 -1.203
O4 -3.985 -0.838 -1.475
C10 1.865 1.396 2.537
O5 1.343 1.937 3.461
O6 3.181 1.110 2.572
H1 3.363 -0.758 -1.909
H2 3.534 0.798 -0.930
H3 -0.140 1.600 -1.473
H4 1.470 2.442 -1.781
H5 0.948 2.824 0.504
H6 2.457 2.153 0.074
H7 1.574 -0.245 1.054
H8 -0.497 1.062 2.356
H9 0.298 -0.967 -0.680
H10 0.059 -2.569 1.667
H11 0.975 -3.081 0.306
H12 -0.665 -3.248 -1.276
H13 -2.123 -2.585 -0.213
H14 -2.561 -2.058 -2.705
H15 -0.857 -1.269 -2.548
H16 -4.572 0.024 -1.476
H17 3.446 1.471 3.424

Computed properties:
total charge: 0
multiplicity: 1
highest occupied orbital energy: -8.8 eV
E_LUMO: 0.0100 Ha
HOMO-LUMO gap: 9.12 eV
SMILES: NC(=O)CC[C@H](NC(=O)[C@@H](N)CCC(=O)O)C(=O)O


## b
# C10H17N3O6

An isolated molecule of C10H17N3O6 (ωB97M-V with the def2-TZVPD basis set, OMol25).

Geometry (Å):
C1 0.550 -1.272 4.439
N1 0.008 -0.288 3.525
C2 0.537 -0.041 2.327
O1 1.393 -0.776 1.796
C3 0.114 1.243 1.573
C4 0.717 2.563 2.104
C5 2.254 2.541 2.127
O2 2.973 2.304 3.127
O3 2.766 2.727 0.931
N2 0.472 1.105 0.127
C6 -0.189 0.271 -0.669
O4 -1.292 -0.144 -0.372
C7 0.487 -0.187 -1.968
C8 1.250 -1.442 -1.650
O5 2.316 -1.227 -0.701
N3 -0.521 -0.462 -3.012
C9 -1.184 0.505 -3.606
C10 -2.418 0.141 -4.414
O6 -0.882 1.673 -3.419
H1 -0.028 -1.456 5.344
H2 0.656 -2.254 3.976
H3 1.546 -0.872 4.764
H4 -0.682 0.351 3.909
H5 -0.983 1.283 1.592
H6 0.427 3.409 1.475
H7 0.308 2.756 3.104
H8 3.737 2.711 1.049
H9 1.429 1.340 -0.112
H10 1.215 0.573 -2.288
H11 0.599 -2.218 -1.254
H12 1.683 -1.863 -2.550
H13 2.010 -1.300 0.247
H14 -0.855 -1.403 -3.137
H15 -3.036 -0.546 -3.788
H16 -2.953 1.052 -4.610
H17 -2.166 -0.356 -5.297

Computed properties:
total charge: 0
multiplicity: 1
highest occupied orbital energy: -9.5 eV
E_LUMO: 0.0164 Ha
HOMO-LUMO gap: 9.90 eV
SMILES: CNC(=O)[C@@H](CC(=O)O)NC(=O)[C@@H](CO)NC(C)=O


Sorted by energy, starting with the most stable: b, a.


## a
# C4H17N2O2

A cluster of 3 separate species, C4H17N2O2 in total (ωB97M-V with the def2-TZVPD basis set, OMol25).

Geometry (Å):
C1 -0.461 0.885 2.187
N1 -1.687 0.089 2.439
C2 -0.026 0.563 0.742
N2 -0.168 -0.939 0.602
C3 1.365 1.561 -1.022
C4 1.392 0.963 0.378
H1 0.409 0.654 2.886
H2 -0.780 1.949 2.364
H3 -1.682 -0.285 3.391
H4 -2.563 0.605 2.334
H5 -0.806 1.007 0.081
H6 0.671 -1.481 0.795
H7 -0.951 -1.325 1.141
H8 -0.309 -1.163 -0.424
H9 2.367 1.766 -1.424
H10 0.860 2.537 -0.963
H11 0.899 0.841 -1.688
H12 2.064 0.102 0.467
H13 1.727 1.752 1.109
H14 0.565 -1.931 -2.667
H15 0.782 -3.035 -1.497
O1 0.682 -2.111 -1.729
H16 -1.208 -0.976 -3.202
H17 -1.116 0.548 -3.046
O2 -0.906 -0.287 -2.602

Computed properties:
total charge: +1
multiplicity: 1
highest occupied orbital energy: -13.7 eV
E_LUMO: -0.1026 Ha
HOMO-LUMO gap: 10.86 eV


## b
# C4H17N2O2

A cluster of 3 separate species, C4H17N2O2 in total (ωB97M-V with the def2-TZVPD basis set, OMol25).

Geometry (Å):
N1 -0.926 0.903 -0.360
C1 -1.062 0.247 0.994
C2 -1.816 1.144 1.975
C3 0.505 -0.130 1.398
N2 0.775 -0.888 0.138
C4 2.332 -0.737 -0.044
H1 -0.330 0.391 -0.976
H2 -1.923 1.069 -0.829
H3 -0.694 1.889 -0.323
H4 -1.546 -0.731 0.827
H5 -1.165 1.995 2.383
H6 -2.291 0.650 2.867
H7 -2.628 1.696 1.474
H8 1.066 0.765 1.544
H9 0.659 -0.806 2.235
H10 0.563 -1.820 0.329
H11 2.600 0.239 -0.033
H12 2.962 -1.255 0.677
H13 2.538 -1.258 -0.980
H14 -1.666 -3.630 -2.989
H15 -0.756 -3.801 -1.696
O1 -0.813 -3.883 -2.642
H16 0.536 3.366 -1.506
H17 1.378 3.995 -0.268
O2 1.063 3.132 -0.748

Computed properties:
total charge: +1
multiplicity: 1
highest occupied orbital energy: -13.7 eV
E_LUMO: -0.1196 Ha
HOMO-LUMO gap: 10.42 eV


Sorted by energy, starting with the most stable: a, b.


## a
# C4H6ClF

An isolated molecule of C4H6ClF (ωB97M-V with the def2-TZVPD basis set, OMol25).

Geometry (Å):
F1 -2.525 -0.253 -0.403
C1 -1.249 -0.031 0.228
C2 -0.438 1.057 -0.158
C3 -0.024 -0.334 -0.601
C4 1.321 -0.779 0.071
Cl1 2.760 0.190 -0.266
H1 -1.385 0.036 1.302
H2 -0.042 1.377 0.977
H3 -0.902 1.879 -0.626
H4 -0.191 -0.357 -1.605
H5 1.602 -1.924 -0.149
H6 1.074 -0.861 1.232

Computed properties:
total charge: 0
multiplicity: 1
highest occupied orbital energy: -10.7 eV
E_LUMO: 0.0351 Ha
HOMO-LUMO gap: 11.61 eV
SMILES: F[C@@H]1C[C@H]1CCl


## b
# C4H6ClF

An isolated molecule of C4H6ClF (ωB97M-V with the def2-TZVPD basis set, OMol25).

Geometry (Å):
F1 2.173 -1.417 -0.730
C1 1.360 -0.506 0.229
C2 0.900 0.847 -0.489
C3 -0.437 0.901 -0.519
C4 -1.411 -0.230 0.368
Cl1 -2.932 -0.749 -0.529
H1 0.517 -1.189 0.550
H2 1.817 -0.318 1.115
H3 1.739 1.413 -1.116
H4 -1.081 1.874 -0.744
H5 -0.777 -0.998 0.683
H6 -1.868 0.371 1.182

Computed properties:
total charge: 0
multiplicity: 1
highest occupied orbital energy: -10.6 eV
E_LUMO: 0.0324 Ha
HOMO-LUMO gap: 11.45 eV
SMILES: FC/C=C\CCl


## c
# C4H6ClF

An isolated molecule of C4H6ClF (ωB97M-V with the def2-TZVPD basis set, OMol25).

Geometry (Å):
F1 1.207 1.684 0.173
C1 0.397 0.735 0.644
C2 0.980 -0.594 0.194
C3 -0.399 -0.982 -0.425
C4 -0.825 0.559 -0.297
Cl1 -2.496 1.050 0.124
H1 0.264 0.843 1.689
H2 1.451 -1.234 0.936
H3 1.698 -0.296 -0.603
H4 -0.490 -1.348 -1.426
H5 -1.162 -1.523 0.186
H6 -0.626 1.107 -1.195

Computed properties:
total charge: 0
multiplicity: 1
highest occupied orbital energy: -10.6 eV
E_LUMO: 0.0422 Ha
HOMO-LUMO gap: 11.71 eV
SMILES: F[C@@H]1CC[C@H]1Cl


Sorted by energy, starting with the most stable: c, a, b.


## a
# C4H3Br

A cluster of 2 separate species, C4H3Br in total (ωB97M-V with the def2-TZVPD basis set, OMol25).

Geometry (Å):
C1 0.214 1.540 0.377
C2 0.449 2.715 -0.083
C3 0.280 0.272 0.339
C4 -0.320 -0.911 -0.296
Br1 -2.023 -0.405 -1.477
H1 1.434 -0.139 1.913
H2 -0.551 -1.880 0.227
H3 0.518 -1.192 -1.000

Computed properties:
total charge: 0
multiplicity: 1
highest occupied orbital energy (spin up / spin down): -9.9 / -9.3 eV
E_LUMO (spin up / spin down): -0.0722 / -0.0677 Ha
HOMO-LUMO gap (spin up / spin down): 7.94 / 7.50 eV


## b
# C4H3Br

An isolated molecule of C4H3Br (ωB97M-V with the def2-TZVPD basis set, OMol25).

Geometry (Å):
C1 0.252 1.582 -0.350
C2 0.388 2.823 -0.108
C3 -0.135 0.276 -0.539
C4 -0.069 -0.746 0.514
Br1 0.839 -2.460 -0.037
H1 -0.481 -0.061 -1.648
H2 -1.129 -0.868 0.725
H3 0.336 -0.546 1.443

Computed properties:
total charge: 0
multiplicity: 1
highest occupied orbital energy: -10.3 eV
E_LUMO: -0.0742 Ha
HOMO-LUMO gap: 8.27 eV


Sorted by energy, starting with the most stable: b, a.